{
  "formula": "C6H11ClO4S",
  "method": "wB97M-V/def2-TZVPD",
  "symbols": ["C", "C", "C", "C", "C", "C", "O", "O", "O", "O", "S", "Cl", "H", "H", "H", "H", "H", "H", "H", "H", "H", "H", "H"],
  "xyz": [[-0.68, 1.57, -2.70], [0.31, -2.07, 0.34], [-0.28, 2.14, -1.37], [-0.01, -0.82, 1.15], [0.38, 1.13, -0.42], [-0.66, 0.27, 0.31], [1.28, -0.71, -2.67], [0.40, 1.39, -3.66], [-1.05, 0.17, -2.78], [0.35, -1.19, -4.81], [0.33, -0.30, -3.63], [-1.92, 2.51, -3.48], [0.90, -1.82, -0.54], [0.87, -2.79, 0.94], [-0.61, -2.55, 0.00], [-1.17, 2.56, -0.90], [0.41, 2.96, -1.60], [0.91, -0.44, 1.60], [-0.68, -1.10, 1.97], [0.96, 1.69, 0.32], [1.07, 0.50, -0.98], [-1.32, -0.19, -0.43], [-1.26, 0.92, 0.95]],
  "gap_ev": 11.479,
  "largest_force_ha_per_bohr": 0.08742,
  "e_above_lowest_kcal_mol": 0.0,
  "e_homo_ev": -11.27
}

{
  "formula": "C2H3ClN4S",
  "method": "wB97M-V/def2-TZVPD",
  "symbols": ["S", "N", "C", "Cl", "N", "C", "N", "N", "H", "H", "H"],
  "xyz": [[1.58, 3.63, -0.52], [2.57, 2.78, -1.35], [3.48, 2.34, -1.97], [4.29, 1.21, -2.80], [1.77, -0.96, -2.01], [1.22, -0.85, -1.01], [0.60, -0.66, 0.13], [-0.62, 0.06, 0.22], [0.72, -1.36, 0.86], [-0.41, 1.06, 0.32], [-1.18, -0.06, -0.62]],
  "smiles": "[S-][N+]#CCl.N#CNN",
  "gap_ev": 8.449,
  "largest_force_ha_per_bohr": 0.08707,
  "e_above_lowest_kcal_mol": 42.0,
  "e_homo_ev": -8.53
}

{
  "formula": "C18H30F4O6S2",
  "method": "wB97M-V/def2-TZVPD",
  "symbols": ["C", "C", "C", "C", "C", "C", "C", "C", "C", "C", "C", "C", "C", "C", "O", "C", "S", "O", "O", "C", "F", "F", "F", "C", "O", "C", "S", "O", "O", "F", "H", "H", "H", "H", "H", "H", "H", "H", "H", "H", "H", "H", "H", "H", "H", "H", "H", "H", "H", "H", "H", "H", "H", "H", "H", "H", "H", "H", "H", "H"],
  "xyz": [[1.11, -1.37, -0.52], [-0.30, -1.32, -0.29], [-1.91, -1.34, 0.00], [-2.45, 0.19, 0.30], [-2.59, 1.14, -1.02], [-1.18, 1.66, -1.68], [-0.09, 2.25, -0.61], [1.13, 2.93, -1.53], [2.24, 1.83, -2.01], [3.51, 1.61, -1.02], [3.55, 2.53, 0.33], [2.61, 1.93, 1.58], [3.46, 2.30, 2.97], [3.32, 3.91, 3.36], [-2.72, -2.11, -0.94], [-2.32, -1.97, -2.34], [-1.41, -3.51, -3.03], [-0.11, -3.85, -2.26], [-1.00, -3.11, -4.49], [-2.53, -5.02, -3.17], [-2.06, -6.06, -2.21], [-2.28, -5.59, -4.54], [-3.98, -4.73, -3.10], [-2.08, -2.13, 1.47], [-1.29, -1.39, 2.48], [-2.03, -1.21, 3.74], [-1.59, -3.94, 1.41], [-0.10, -4.21, 1.11], [-2.50, -4.81, 0.47], [-1.88, -4.56, 3.01], [2.28, -1.23, -0.37], [-3.55, 0.06, 0.76], [-1.83, 0.77, 1.11], [-3.19, 2.12, -0.70], [-3.29, 0.62, -1.84], [-0.62, 0.85, -2.34], [-1.47, 2.53, -2.44], [-0.63, 3.05, 0.07], [0.37, 1.37, 0.02], [1.56, 3.91, -1.05], [0.57, 3.29, -2.52], [1.72, 0.77, -2.20], [2.64, 2.19, -3.06], [3.64, 0.47, -0.70], [4.49, 1.85, -1.66], [4.67, 2.46, 0.75], [3.37, 3.69, 0.15], [2.59, 0.76, 1.46], [1.56, 2.44, 1.64], [4.61, 2.03, 2.88], [3.01, 1.60, 3.80], [2.92, 4.47, 2.39], [4.32, 4.40, 3.70], [2.55, 4.03, 4.24], [-3.34, -1.95, -2.97], [-1.76, -0.99, -2.62], [-3.25, -2.10, 1.68], [-1.32, -1.64, 4.60], [-3.03, -1.82, 3.82], [-2.13, -0.06, 3.96]],
  "smiles": "C#C[C@@](CCCCCCCCCCC)(OCS(=O)(=O)C(F)(F)F)[C@H](OC)S(=O)(=O)F",
  "gap_ev": 9.421,
  "largest_force_ha_per_bohr": 0.19743,
  "e_above_lowest_kcal_mol": 317.9,
  "e_homo_ev": -9.80
}

{
  "formula": "C3H11O5P",
  "method": "wB97M-V/def2-TZVPD",
  "symbols": ["C", "O", "P", "O", "O", "O", "H", "H", "H", "H", "H", "C", "O", "C", "H", "H", "H", "H", "H", "H"],
  "xyz": [[0.24, 4.01, -1.27], [0.15, 3.22, -0.08], [1.29, 2.16, 0.18], [1.59, 1.21, -0.90], [0.80, 1.51, 1.55], [2.51, 3.08, 0.63], [-0.69, 4.61, -1.35], [0.33, 3.38, -2.17], [1.10, 4.70, -1.24], [0.42, 0.61, 1.38], [3.38, 2.62, 0.44], [-0.25, -3.96, 0.67], [-1.29, -3.10, 1.09], [-2.23, -2.92, 0.04], [0.45, -4.06, 1.52], [0.30, -3.54, -0.19], [-0.63, -4.96, 0.40], [-1.76, -2.46, -0.85], [-2.69, -3.87, -0.26], [-3.02, -2.24, 0.41]],
  "smiles": "COP(=O)(O)O.COC",
  "gap_ev": 10.516,
  "largest_force_ha_per_bohr": 0.02732,
  "e_above_lowest_kcal_mol": 7.1,
  "e_homo_ev": -9.99
}

{
  "formula": "C17H18N4O3S2",
  "method": "wB97M-V/def2-TZVPD",
  "symbols": ["C", "C", "N", "C", "S", "C", "C", "O", "C", "C", "C", "C", "C", "N", "C", "C", "O", "O", "N", "N", "C", "C", "C", "C", "C", "S", "H", "H", "H", "H", "H", "H", "H", "H", "H", "H", "H", "H", "H", "H", "H", "H", "H", "H"],
  "xyz": [[0.50, 4.37, -0.50], [-0.16, 3.65, -1.68], [0.51, 2.37, -2.01], [0.20, 1.14, -1.47], [-0.92, 0.74, -0.14], [-1.68, -0.83, -0.78], [-2.81, -1.36, 0.14], [-3.93, -1.50, -0.36], [-2.56, -1.85, 1.47], [-3.52, -2.12, 2.43], [-2.81, -2.47, 3.65], [-1.45, -2.37, 3.36], [-0.31, -2.65, 4.33], [0.60, -3.65, 3.81], [0.38, -4.99, 4.08], [1.21, -6.00, 3.35], [-0.41, -5.40, 4.93], [-1.31, -2.01, 2.07], [0.87, 0.24, -2.15], [1.61, 0.86, -3.09], [1.40, 2.16, -3.05], [1.95, 3.10, -4.05], [2.15, 4.45, -3.96], [2.67, 4.98, -5.22], [2.89, 3.99, -6.14], [2.41, 2.39, -5.58], [1.48, 4.77, -0.76], [-0.09, 5.19, -0.11], [0.63, 3.72, 0.37], [-0.18, 4.31, -2.52], [-1.17, 3.42, -1.39], [-2.11, -0.70, -1.77], [-0.92, -1.61, -0.88], [-4.60, -2.00, 2.36], [-3.26, -2.67, 4.63], [-0.71, -3.01, 5.30], [0.21, -1.72, 4.51], [1.07, -3.46, 2.91], [1.31, -5.75, 2.28], [0.71, -6.97, 3.46], [2.21, -6.03, 3.83], [1.94, 5.03, -3.07], [2.77, 6.05, -5.43], [3.24, 4.19, -7.16]],
  "smiles": "CCn1c(SCC(=O)c2ccc(CNC(C)=O)o2)nnc1-c1cccs1",
  "gap_ev": 8.260,
  "largest_force_ha_per_bohr": 0.05288,
  "e_above_lowest_kcal_mol": 55.0,
  "e_homo_ev": -8.41
}

{
  "formula": "C36H54BBrClO8OsP2",
  "method": "wB97M-V/def2-TZVPD",
  "symbols": ["Os", "C", "C", "C", "O", "P", "O", "C", "P", "O", "O", "C", "C", "C", "O", "C", "C", "C", "O", "C", "C", "C", "H", "H", "H", "H", "H", "H", "H", "H", "H", "H", "H", "H", "H", "H", "H", "H", "H", "H", "H", "H", "H", "H", "H", "H", "H", "H", "H", "H", "H", "H", "Br", "C", "C", "C", "C", "C", "C", "C", "C", "C", "C", "H", "H", "H", "H", "H", "H", "Cl", "C", "C", "C", "C", "C", "C", "C", "H", "H", "H", "H", "H", "H", "C", "C", "C", "O", "B", "O", "C", "C", "C", "H", "H", "H", "H", "H", "H", "H", "H", "H", "H", "H", "H"],
  "xyz": [[0.20, -0.81, 0.51], [0.83, 4.97, 1.81], [1.60, 3.70, 2.10], [2.14, 3.65, 3.52], [0.82, 2.50, 1.83], [-0.65, 2.12, 2.18], [-0.86, 0.65, 2.15], [-1.76, 2.86, 0.95], [-1.74, 1.69, -0.44], [-0.36, 1.13, -0.59], [-2.76, 0.54, -0.19], [-4.18, 0.52, 0.12], [-4.37, 0.45, 1.62], [-4.95, 1.66, -0.53], [-2.23, 2.48, -1.70], [-1.26, 3.05, -2.65], [-1.08, 2.09, -3.80], [-1.79, 4.40, -3.07], [-0.95, 2.80, 3.56], [-1.98, 2.25, 4.47], [-2.90, 3.38, 4.85], [-1.27, 1.62, 5.65], [1.47, 5.83, 2.02], [-0.05, 5.04, 2.46], [0.53, 5.03, 0.77], [2.43, 3.62, 1.40], [1.33, 3.75, 4.24], [2.84, 4.47, 3.67], [2.66, 2.71, 3.70], [-1.40, 3.83, 0.62], [-2.76, 2.97, 1.37], [-4.51, -0.42, -0.32], [-4.16, 1.41, 2.09], [-3.70, -0.30, 2.04], [-5.40, 0.17, 1.85], [-4.66, 2.62, -0.10], [-6.01, 1.52, -0.35], [-4.77, 1.69, -1.60], [-0.30, 3.16, -2.14], [-2.05, 1.88, -4.27], [-0.65, 1.15, -3.45], [-0.41, 2.52, -4.55], [-2.73, 4.29, -3.61], [-1.06, 4.89, -3.72], [-1.96, 5.04, -2.20], [-2.53, 1.47, 3.93], [-2.35, 4.16, 5.38], [-3.69, 3.00, 5.51], [-3.37, 3.83, 3.97], [-0.68, 2.38, 6.17], [-0.60, 0.83, 5.31], [-2.00, 1.20, 6.34], [-0.94, -2.48, 2.48], [-1.41, -3.79, 1.17], [-1.79, -5.02, 1.59], [-2.28, -5.95, 0.65], [-2.41, -5.58, -0.66], [-2.00, -4.29, -1.10], [-2.18, -3.89, -2.44], [-1.80, -2.64, -2.85], [-1.16, -1.77, -1.95], [-0.94, -2.11, -0.63], [-1.43, -3.37, -0.18], [-1.75, -5.28, 2.65], [-2.57, -6.94, 0.97], [-2.83, -6.26, -1.39], [-2.62, -4.60, -3.14], [-1.94, -2.34, -3.88], [-0.81, -0.82, -2.31], [6.05, -4.94, 0.32], [4.89, -3.74, 0.78], [5.19, -2.40, 0.60], [4.24, -1.44, 0.92], [3.00, -1.79, 1.44], [1.97, -0.76, 1.73], [2.75, -3.15, 1.66], [3.67, -4.12, 1.32], [6.16, -2.11, 0.22], [4.48, -0.39, 0.78], [2.35, 0.26, 1.61], [1.50, -0.91, 2.71], [1.81, -3.45, 2.11], [3.45, -5.17, 1.46], [1.69, -2.79, -3.91], [2.60, -2.21, -2.82], [3.93, -2.94, -2.83], [1.94, -2.46, -1.56], [1.47, -1.29, -1.05], [1.86, -0.19, -1.80], [2.72, -0.63, -2.88], [2.22, 0.00, -4.16], [4.12, -0.10, -2.58], [1.58, -3.86, -3.73], [2.12, -2.63, -4.90], [0.70, -2.34, -3.86], [3.74, -4.02, -2.84], [4.51, -2.71, -1.95], [4.50, -2.69, -3.72], [1.18, -0.26, -4.37], [2.83, -0.30, -5.01], [2.28, 1.09, -4.06], [4.54, -0.58, -1.69], [4.04, 0.97, -2.38], [4.79, -0.26, -3.42]],
  "gap_ev": [6.658, 6.873],
  "largest_force_ha_per_bohr": 0.06286,
  "total_charge": 1,
  "e_homo_ev": [-10.01, -10.03]
}

{
  "formula": "C38H54AsN5O3S5Sc",
  "method": "wB97M-V/def2-TZVPD",
  "symbols": ["Sc", "C", "C", "C", "C", "C", "C", "C", "N", "C", "C", "C", "C", "C", "C", "O", "C", "C", "C", "C", "C", "C", "C", "C", "C", "O", "C", "C", "C", "C", "C", "C", "H", "H", "H", "H", "H", "H", "H", "H", "H", "H", "H", "H", "H", "H", "H", "H", "H", "H", "H", "H", "H", "H", "H", "H", "H", "H", "H", "H", "H", "H", "H", "H", "H", "H", "H", "H", "H", "H", "H", "H", "S", "As", "S", "S", "S", "N", "C", "O", "C", "C", "C", "C", "N", "C", "H", "H", "H", "H", "H", "H", "C", "N", "C", "C", "N", "C", "S", "H", "H", "H", "H", "H", "H", "H", "H"],
  "xyz": [[0.79, 2.01, 0.72], [2.66, -2.34, -4.53], [1.20, -1.91, -4.68], [0.28, -3.08, -4.31], [0.95, -1.56, -6.15], [0.88, -0.75, -3.74], [1.18, -0.89, -2.38], [0.84, 0.10, -1.48], [1.15, 0.17, -0.14], [1.42, -0.84, 0.72], [1.23, -2.21, 0.52], [1.64, -3.12, 1.47], [2.28, -2.63, 2.61], [2.42, -1.28, 2.91], [1.89, -0.35, 1.99], [1.82, 0.97, 2.17], [3.16, -0.80, 4.15], [4.30, 0.12, 3.69], [2.19, -0.06, 5.07], [3.79, -1.94, 4.96], [1.46, -4.62, 1.29], [0.72, -5.23, 2.49], [0.67, -4.96, 0.02], [2.84, -5.27, 1.16], [0.20, 1.30, -1.92], [-0.11, 2.19, -0.98], [-0.04, 1.48, -3.29], [0.28, 0.43, -4.16], [-0.58, 2.81, -3.79], [-1.91, 3.10, -3.09], [-0.80, 2.86, -5.30], [0.45, 3.89, -3.43], [2.90, -3.13, -5.24], [2.86, -2.72, -3.53], [3.33, -1.50, -4.71], [0.50, -3.95, -4.93], [-0.76, -2.80, -4.47], [0.40, -3.36, -3.27], [1.19, -2.42, -6.77], [1.58, -0.73, -6.46], [-0.09, -1.30, -6.32], [1.74, -1.75, -2.03], [0.73, -2.51, -0.39], [2.69, -3.35, 3.30], [3.90, 1.02, 3.23], [4.93, -0.39, 2.97], [4.91, 0.43, 4.54], [1.72, 0.76, 4.54], [2.72, 0.36, 5.93], [1.41, -0.73, 5.43], [4.50, -2.51, 4.36], [3.03, -2.62, 5.35], [4.33, -1.52, 5.81], [-0.26, -4.76, 2.61], [1.28, -5.09, 3.41], [0.58, -6.30, 2.33], [-0.32, -4.52, 0.05], [0.55, -6.04, -0.05], [1.19, -4.62, -0.87], [3.43, -5.13, 2.06], [3.38, -4.84, 0.32], [2.74, -6.34, 0.98], [0.07, 0.56, -5.20], [-2.64, 2.32, -3.32], [-2.31, 4.06, -3.39], [-1.76, 3.11, -2.01], [-1.52, 2.11, -5.62], [0.13, 2.71, -5.84], [-1.19, 3.84, -5.57], [0.64, 3.90, -2.35], [0.09, 4.88, -3.73], [1.39, 3.69, -3.93], [-0.67, 2.59, 5.22], [0.26, 2.71, 3.36], [2.53, 3.86, 0.50], [3.43, 3.54, 2.28], [2.09, 3.90, 3.85], [-4.90, 2.71, 0.60], [-4.60, 3.93, 0.08], [-5.48, 4.64, -0.38], [-3.17, 4.33, 0.11], [-2.80, 5.44, -0.66], [-1.48, 5.83, -0.67], [-0.56, 5.11, 0.08], [-0.91, 4.06, 0.83], [-2.18, 3.69, 0.85], [-5.86, 2.41, 0.54], [-4.20, 2.04, 0.84], [-3.56, 5.97, -1.22], [-1.15, 6.67, -1.26], [0.49, 5.38, 0.10], [-2.42, 2.87, 1.52], [-3.47, -0.47, 4.22], [-3.66, -0.54, 2.80], [-4.96, -0.77, 2.22], [-4.65, -0.82, 0.71], [-3.37, -0.12, 0.65], [-2.76, -0.18, 1.87], [-1.16, 0.15, 2.12], [-4.26, 0.12, 4.68], [-2.51, 0.00, 4.42], [-3.48, -1.48, 4.65], [-5.64, 0.06, 2.46], [-5.40, -1.70, 2.59], [-5.40, -0.31, 0.11], [-4.55, -1.86, 0.36], [-2.79, -0.23, -0.17]],
  "gap_ev": 5.045,
  "largest_force_ha_per_bohr": 0.03599,
  "total_charge": -1,
  "e_above_lowest_kcal_mol": 32.3,
  "e_homo_ev": -3.49
}

{
  "formula": "C7H12",
  "method": "wB97M-V/def2-TZVPD",
  "symbols": ["C", "C", "C", "C", "C", "C", "C", "H", "H", "H", "H", "H", "H", "H", "H", "H", "H", "H", "H"],
  "xyz": [[1.83, 1.42, -1.24], [0.47, 0.91, -0.78], [0.04, -0.58, -0.94], [-0.50, -0.56, 0.49], [-1.88, -0.94, 0.94], [-0.69, -1.76, 1.38], [0.07, 0.86, 0.72], [1.83, 1.52, -2.33], [2.68, 0.79, -0.96], [2.01, 2.42, -0.83], [-0.27, 1.53, -1.29], [-0.70, -0.76, -1.73], [0.88, -1.28, -1.07], [-2.59, -1.36, 0.23], [-2.32, -0.29, 1.69], [-0.57, -2.73, 0.90], [-0.40, -1.75, 2.43], [0.83, 0.99, 1.49], [-0.74, 1.57, 0.89]],
  "smiles": "CC1CC2(CC2)C1",
  "gap_ev": 10.887,
  "largest_force_ha_per_bohr": 0.00786,
  "e_above_lowest_kcal_mol": 33.5,
  "e_homo_ev": -9.74
}

{
  "formula": "C4H9NO",
  "method": "wB97M-V/def2-TZVPD",
  "symbols": ["C", "C", "C", "N", "C", "O", "H", "H", "H", "H", "H", "H", "H", "H", "H"],
  "xyz": [[1.20, -1.23, -0.81], [0.61, -0.02, -0.34], [-1.46, -0.18, -0.70], [0.56, 0.26, 1.03], [0.12, 1.46, 1.54], [-0.26, 2.38, 0.86], [1.81, -1.19, -1.70], [-0.21, -0.93, -0.94], [1.35, -2.05, -0.11], [0.67, 0.87, -0.96], [-1.68, 0.87, -0.50], [-1.93, -0.83, 0.05], [-1.81, -0.44, -1.71], [0.86, -0.47, 1.66], [0.19, 1.50, 2.64]],
  "gap_ev": 8.029,
  "largest_force_ha_per_bohr": 0.00933,
  "e_above_lowest_kcal_mol": 123.6,
  "e_homo_ev": -7.21
}

{
  "formula": "C9H8",
  "method": "wB97M-V/def2-TZVPD",
  "symbols": ["C", "C", "C", "C", "C", "C", "C", "C", "C", "H", "H", "H", "H", "H", "H", "H", "H"],
  "xyz": [[3.27, 1.64, -0.14], [2.07, 1.54, -0.11], [0.67, 1.16, -0.01], [0.22, -0.28, 0.00], [0.83, -1.38, 0.14], [1.02, -2.61, 0.46], [-1.35, -0.29, -0.46], [-2.82, 0.24, -0.14], [-3.73, 0.81, 0.42], [4.23, 2.05, -0.17], [0.38, 1.63, 0.91], [0.07, 1.66, -0.77], [0.85, -2.82, 1.53], [1.45, -3.43, -0.10], [-1.39, -1.36, -0.88], [-1.14, 0.23, -1.52], [-4.62, 1.20, 0.85]],
  "smiles": "C#CCC(=C=C)CC#C",
  "gap_ev": 10.145,
  "largest_force_ha_per_bohr": 0.10329,
  "e_above_lowest_kcal_mol": 150.0,
  "e_homo_ev": -9.47
}

{
  "formula": "C6H12N4O2S",
  "method": "wB97M-V/def2-TZVPD",
  "symbols": ["H", "N", "C", "C", "C", "N", "C", "C", "O", "S", "N", "O", "N", "C", "H", "H", "H", "H", "H", "H", "H", "H", "H", "H", "H"],
  "xyz": [[2.16, 3.19, -0.69], [1.54, 2.41, -1.08], [0.53, 2.12, -0.37], [-0.18, 0.87, -0.78], [-1.41, 0.49, -0.13], [-2.01, 1.02, 0.79], [-3.16, 0.12, 1.13], [-3.05, -1.01, 0.02], [-1.95, -0.62, -0.77], [0.98, -0.85, 0.07], [0.63, -1.87, -1.19], [0.29, -1.08, 1.29], [2.49, -0.73, -0.25], [3.57, -0.23, 0.60], [0.21, 2.56, 0.61], [-0.06, 0.63, -1.79], [-4.15, 0.71, 1.04], [-2.82, -0.04, 2.20], [-2.87, -1.87, 0.55], [-3.85, -1.10, -0.67], [1.45, -1.72, -1.89], [0.00, -2.70, -1.15], [4.50, -0.52, 0.01], [3.64, -0.68, 1.66], [3.52, 0.88, 0.80]],
  "smiles": "[H]/N=C/[C@H](C1=NCCO1)[S@](N)(=O)=NC",
  "gap_ev": 8.661,
  "largest_force_ha_per_bohr": 0.09146,
  "e_above_lowest_kcal_mol": 61.7,
  "e_homo_ev": -8.50
}

{
  "formula": "C3H4OS",
  "method": "wB97M-V/def2-TZVPD",
  "symbols": ["C", "C", "C", "H", "H", "H", "H", "O", "S"],
  "xyz": [[0.41, 0.48, 1.30], [0.06, 0.79, 0.17], [0.09, 0.83, -1.26], [0.55, 0.36, 2.33], [-0.87, 0.43, -1.80], [0.70, -0.02, -1.53], [0.46, 1.76, -1.64], [-4.04, 0.86, -0.22], [-3.67, -0.51, 0.03]],
  "smiles": "C#CC.O=S",
  "gap_ev": [7.816, 7.718],
  "largest_force_ha_per_bohr": 0.05693,
  "e_above_lowest_kcal_mol": 90.4,
  "e_homo_ev": [-9.13, -9.08]
}